1.
The following is a quantum chemistry calculation of C23H16Br2N3OS3Sm as an isolated structure at a distorted geometry, from OMol25.

- Energy above the lowest of the compared OMol25 structures with the same formula, charge and spin: 0.0 kJ/mol
- HOMO (alpha / beta): -6.274 / -6.273 eV
- Total energy: -221125.431 eV
- 2S+1: 6
- ⟨S²⟩: 8.7693
- Molar mass: 756.8 g mol⁻¹
- Lowest unoccupied orbital energy (alpha / beta): -1.383 / -1.380 eV
- Net charge: 0

The geometry in XYZ format:
```
49
Properties=species:S:1:pos:R:3:lowdin_charge:R:1
Sm 1.939 0.426 -0.008 1.375
Br -3.992 1.832 4.054 0.796
C -2.320 1.189 3.748 -0.781
C -1.272 2.080 4.014 -0.123
C 0.005 1.758 3.619 -0.012
C 0.255 0.619 2.845 -0.335
O 1.414 0.496 2.242 -0.261
C -0.850 -0.327 2.641 -0.147
C -0.736 -1.312 1.670 -0.060
N 0.203 -1.322 0.727 -0.005
C 0.043 -2.157 -0.402 -0.231
C -1.187 -2.664 -0.872 -0.008
C -1.200 -3.623 -1.909 -0.075
C -0.069 -4.035 -2.567 -0.022
C 1.167 -3.482 -2.154 -0.150
C 2.381 -3.891 -2.710 -0.002
C 3.572 -3.337 -2.309 -0.023
C 3.556 -2.321 -1.350 -0.109
N 2.409 -1.862 -0.836 -0.038
C 1.206 -2.520 -1.091 -0.158
C -2.119 -0.050 3.181 -0.075
H -1.507 3.012 4.541 0.107
H 0.824 2.447 3.807 0.126
H -1.529 -2.056 1.609 0.129
H -2.102 -2.369 -0.376 0.102
H -2.210 -4.002 -2.147 0.116
H -0.112 -4.822 -3.320 0.121
H 2.384 -4.732 -3.427 0.133
H 4.542 -3.672 -2.743 0.133
H 4.496 -1.876 -0.982 0.095
H -2.971 -0.742 3.032 0.125
C -3.687 2.055 -0.673 -0.039
C -2.241 2.541 -0.472 -0.222
C -1.921 3.772 0.205 0.012
C -0.605 4.101 0.473 -0.086
C 0.393 3.224 0.021 -0.687
Br 2.258 3.695 0.213 0.790
N 0.129 2.020 -0.523 -0.108
C -1.201 1.719 -0.808 -0.063
H -4.353 2.796 -1.180 0.091
H -4.141 1.769 0.297 0.078
H -3.700 1.113 -1.292 0.088
H -2.698 4.447 0.528 0.121
H -0.364 5.068 0.942 0.121
H -1.405 0.799 -1.306 0.112
S 5.539 0.985 -3.410 0.391
C 4.335 1.070 -2.242 -1.928
S 2.696 1.242 -2.731 0.295
S 4.743 0.898 -0.569 0.290
```


2.
The following is a quantum chemistry calculation of C19H32F3Na3O21S as an isolated structure at a distorted geometry, from OMol25.

- HOMO (alpha / beta): -16.443 / -16.443 eV
- Total energy: -95430.754 eV
- 2S+1: 2
- ⟨S²⟩: 0.7557
- Molar mass: 754.5 g mol⁻¹
- Lowest unoccupied orbital energy (alpha / beta): -8.694 / -13.513 eV
- Net charge: +3

The geometry in XYZ format:
```
79
Properties=species:S:1:pos:R:3:lowdin_charge:R:1
Na 2.233 2.606 -4.167 0.767
Na 5.464 2.428 -0.530 0.872
Na 2.451 -2.189 -2.949 0.630
C 0.705 1.024 0.517 -0.579
F 0.865 0.143 1.483 0.171
F -0.536 0.883 -0.004 0.116
F 0.845 2.253 1.017 0.152
S 2.104 0.730 -0.883 0.606
O 3.349 1.144 -0.236 -0.351
O 2.008 -0.720 -1.141 -0.334
O 1.710 1.560 -2.064 -0.374
C 2.420 -0.221 4.574 -0.092
C 3.328 -0.264 3.360 -0.120
O 3.154 -1.534 2.747 0.051
C 2.209 -2.239 3.431 -0.490
O 1.745 -3.346 3.169 0.136
O 1.785 -1.480 4.463 0.059
H 1.601 0.488 4.696 0.118
H 3.104 -0.194 5.423 0.139
H 4.381 -0.105 3.591 0.138
H 2.987 0.409 2.574 0.099
C -3.601 1.511 -0.454 -0.031
C -3.281 2.428 0.738 -0.074
O -4.149 1.959 1.748 0.117
C -5.200 1.254 1.194 -0.273
O -6.202 0.872 1.797 0.516
O -4.981 1.115 -0.168 0.145
H -2.896 0.692 -0.594 0.119
H -3.454 2.159 -1.318 0.142
H -3.613 3.465 0.681 0.147
H -2.238 2.486 1.047 0.137
C -2.157 4.870 -4.863 -0.007
O -2.455 3.638 -4.223 0.017
C -1.528 2.716 -3.951 -0.497
O -0.301 2.738 -4.197 0.051
O -2.178 1.659 -3.410 0.009
C -1.437 0.464 -3.178 -0.050
H -1.637 5.550 -4.189 0.102
H -3.126 5.228 -5.212 0.116
H -1.431 4.739 -5.665 0.100
H -1.248 -0.135 -4.069 0.101
H -1.885 -0.292 -2.533 0.089
H -0.467 0.604 -2.700 0.062
C 4.889 -2.979 -0.839 -0.026
O 4.452 -4.005 0.014 0.053
C 3.244 -4.469 -0.057 -0.578
O 2.357 -4.098 -0.850 0.073
O 3.118 -5.347 0.916 0.049
C 1.782 -5.706 1.213 -0.025
H 4.787 -3.398 -1.840 0.099
H 5.902 -2.647 -0.611 0.112
H 4.271 -2.082 -0.793 0.071
H 1.851 -6.517 1.939 0.117
H 1.288 -6.029 0.297 0.099
H 1.197 -4.842 1.527 0.066
C -0.817 -3.697 -4.870 0.009
O -1.063 -4.096 -3.488 0.038
C -0.562 -3.262 -2.568 -0.484
O 0.099 -2.254 -2.765 0.037
O -1.004 -3.648 -1.279 0.003
C -0.630 -2.881 -0.107 -0.034
H -1.006 -4.596 -5.457 0.111
H 0.246 -3.473 -4.956 0.084
H -1.434 -2.892 -5.269 0.103
H 0.402 -2.530 -0.105 0.067
H -0.859 -3.369 0.841 0.105
H -1.200 -1.956 -0.023 0.072
C -1.172 1.164 4.468 -0.020
O -0.741 2.400 3.902 0.025
C -1.612 3.341 3.811 -0.659
O -2.729 3.310 4.268 0.138
O -1.116 4.339 3.066 -0.006
C -1.945 5.427 2.632 -0.026
H -2.164 0.786 4.221 0.096
H -1.281 1.224 5.550 0.117
H -0.494 0.387 4.114 0.079
H -2.081 6.210 3.377 0.107
H -2.912 5.039 2.312 0.080
H -1.511 6.051 1.850 0.095
```


3.
The following is a quantum chemistry calculation of C39H42F11N9O3Pt as an isolated structure, from OMol25.

- Energy above the lowest of the compared OMol25 structures with the same formula, charge and spin: 0.0 kJ/mol
- HOMO (alpha / beta): -11.505 / -12.692 eV
- Total energy: -93798.548 eV
- 2S+1: 5
- ⟨S²⟩: 6.0588
- Molar mass: 1088.9 g mol⁻¹
- Lowest unoccupied orbital energy (alpha / beta): -4.623 / -6.170 eV
- Net charge: +2

The geometry in XYZ format:
```
105
Properties=species:S:1:pos:R:3:lowdin_charge:R:1
Pt -0.431 -0.926 2.483 1.371
C -2.374 -1.687 4.815 -0.060
N -1.249 -0.752 4.626 -0.303
C -1.720 0.641 4.758 -0.147
C -0.928 1.636 3.912 -0.170
N -0.759 1.063 2.589 -0.076
C -0.560 1.956 1.524 -0.156
C 0.647 2.617 1.329 -0.128
F 1.640 2.440 2.210 0.124
C 0.870 3.435 0.235 -0.133
F 2.045 4.028 0.067 0.147
C -0.145 3.619 -0.688 -0.138
F 0.053 4.378 -1.767 0.128
C -1.363 2.989 -0.508 -0.142
F -2.328 3.150 -1.415 0.131
C -1.563 2.167 0.585 -0.153
F -2.739 1.555 0.723 0.143
C -0.174 -1.091 5.565 -0.178
C 1.145 -0.375 5.335 -0.192
N 1.578 -0.442 3.948 0.087
C 2.825 -0.114 3.621 -0.169
C 3.848 0.396 4.483 -0.111
F 3.596 0.639 5.766 0.131
C 5.116 0.686 4.036 -0.133
F 6.023 1.161 4.873 0.163
C 5.453 0.488 2.699 -0.111
F 6.668 0.758 2.277 0.183
C 4.492 0.008 1.812 -0.142
F 4.807 -0.179 0.536 0.147
C 3.229 -0.274 2.260 -0.166
F 2.350 -0.725 1.375 0.107
H -2.798 -1.579 5.818 0.107
H -2.019 -2.706 4.678 0.097
H -3.132 -1.497 4.060 0.082
H -1.723 0.945 5.810 0.140
H -2.748 0.656 4.401 0.131
H 0.048 1.892 4.335 0.113
H -1.496 2.569 3.845 0.142
H -0.018 -2.164 5.484 0.099
H -0.499 -0.886 6.594 0.142
H 1.872 -0.848 6.000 0.127
H 1.094 0.669 5.661 0.125
F 1.696 2.052 -3.592 0.078
C 0.497 1.479 -3.364 -0.191
C 0.331 0.737 -2.232 0.080
C -0.887 0.100 -1.980 -0.054
C -1.065 -0.629 -0.720 -0.318
O -0.119 -0.646 0.095 -0.094
C -2.325 -1.272 -0.556 -0.024
C -3.254 -1.172 -1.553 0.058
N -3.117 -0.442 -2.677 0.024
C -4.191 -0.396 -3.647 -0.254
C -5.601 -0.301 -3.161 -0.069
C -4.958 0.885 -3.816 -0.088
C -1.919 0.211 -2.920 -0.112
C -1.734 0.997 -4.064 0.072
C -0.539 1.654 -4.297 -0.137
N -0.417 2.478 -5.440 -0.100
C 0.553 3.566 -5.467 -0.125
C 0.225 4.464 -6.672 -0.068
N -1.216 4.263 -7.035 0.057
C -1.445 2.880 -7.589 -0.067
C -0.609 1.896 -6.758 -0.119
C -2.769 -2.076 0.656 -0.597
O -3.610 -2.938 0.476 0.074
O -2.321 -1.725 1.814 -0.167
H 1.140 0.630 -1.521 0.145
H -4.184 -1.711 -1.441 0.152
H -3.999 -0.999 -4.526 0.158
H -5.770 -0.242 -2.096 0.114
H -6.347 -0.859 -3.707 0.116
H -4.681 1.708 -3.170 0.112
H -5.271 1.161 -4.813 0.106
H -2.550 1.133 -4.759 0.116
H 1.588 3.231 -5.570 0.133
H 0.473 4.128 -4.536 0.131
H 0.802 4.201 -7.556 0.140
H 0.387 5.516 -6.451 0.141
H -1.527 4.970 -7.701 0.188
H -1.775 4.363 -6.185 0.185
H -1.160 2.892 -8.639 0.139
H -2.513 2.682 -7.510 0.135
H 0.353 1.698 -7.247 0.139
H -1.134 0.947 -6.682 0.134
C 1.905 -3.699 4.295 -0.035
N 2.389 -3.468 2.951 -0.147
C 3.831 -3.451 2.806 -0.047
C 1.538 -3.441 1.894 -0.450
N 0.336 -2.928 2.007 0.027
N 2.002 -3.961 0.728 -0.142
C 2.769 -5.202 0.705 -0.033
C 1.351 -3.624 -0.526 -0.034
H 2.224 -2.899 4.967 0.076
H 2.314 -4.638 4.680 0.104
H 0.822 -3.761 4.281 0.078
H 4.248 -2.705 3.490 0.090
H 4.104 -3.182 1.789 0.096
H 4.282 -4.415 3.053 0.099
H -0.244 -3.216 1.226 0.053
H 2.928 -5.573 1.714 0.089
H 3.735 -5.065 0.216 0.098
H 2.207 -5.960 0.155 0.100
H 1.030 -2.585 -0.509 0.068
H 0.489 -4.272 -0.728 0.105
H 2.071 -3.762 -1.332 0.099
```


4.
The following is a quantum chemistry calculation of C31H26IPTi as an isolated structure, from OMol25.

- Energy above the lowest of the compared OMol25 structures with the same formula, charge and spin: 0.0 kJ/mol
- HOMO: -13.957 eV
- Total energy: -73058.795 eV
- Molar mass: 604.3 g mol⁻¹
- Lowest unoccupied orbital energy: -7.083 eV
- Net charge: +2

The geometry in XYZ format:
```
60
Properties=species:S:1:pos:R:3:lowdin_charge:R:1
Ti 0.209 -0.455 0.874 0.615
C -0.389 -0.791 -4.359 -0.031
C 0.222 0.561 -4.104 -0.252
C 0.826 1.251 -5.151 -0.012
C 1.379 2.510 -4.970 -0.025
C 1.335 3.130 -3.729 -0.049
C 0.748 2.467 -2.668 -0.112
C 0.209 1.188 -2.847 -0.324
P -0.551 0.448 -1.413 1.103
C -0.074 -1.300 -1.238 -0.346
C 1.333 -1.390 -1.089 -0.144
C 1.908 -2.189 -0.108 -0.042
C 1.074 -2.922 0.742 -0.049
C -0.299 -2.961 0.493 -0.026
C -0.905 -2.199 -0.520 -0.270
C -2.363 -2.402 -0.816 0.009
C -2.291 0.720 -1.239 -0.327
C -3.162 1.065 -2.270 -0.048
C -4.510 1.193 -1.984 -0.037
C -4.964 0.979 -0.685 -0.022
C -4.085 0.662 0.341 -0.013
C -2.723 0.549 0.081 -0.315
C -1.717 0.262 1.148 -0.173
H -0.590 -0.919 -5.420 0.095
H -1.334 -0.924 -3.827 0.069
H 0.282 -1.600 -4.058 0.091
H 0.850 0.794 -6.132 0.128
H 1.836 3.017 -5.809 0.124
H 1.746 4.121 -3.595 0.121
H 0.684 2.955 -1.701 0.076
H 1.960 -0.730 -1.678 0.123
H 2.980 -2.197 0.034 0.148
H 1.491 -3.476 1.570 0.145
H -0.930 -3.589 1.113 0.153
H -2.515 -3.464 -1.016 0.115
H -2.685 -1.841 -1.688 0.089
H -2.999 -2.130 0.026 0.102
H -2.792 1.224 -3.276 0.119
H -5.209 1.453 -2.766 0.122
H -6.019 1.079 -0.468 0.124
H -4.457 0.528 1.349 0.128
H -2.172 -0.197 2.031 0.092
H -1.254 1.213 1.496 0.097
I 2.135 1.562 0.663 1.331
C 2.894 1.243 2.603 -0.548
C 3.920 1.958 3.134 -0.091
C 4.263 1.709 4.485 -0.033
C 3.556 0.811 5.233 0.010
C 2.474 0.087 4.672 -0.140
C 1.676 -0.811 5.426 0.018
C 0.618 -1.467 4.860 -0.034
C 0.342 -1.289 3.484 -0.110
C 1.091 -0.438 2.714 -0.241
C 2.151 0.284 3.311 -0.257
H 4.461 2.701 2.565 0.116
H 5.086 2.258 4.923 0.124
H 3.813 0.653 6.272 0.131
H 1.910 -0.965 6.472 0.133
H 0.011 -2.134 5.456 0.121
H -0.485 -1.861 3.055 0.100
```


Question: net charge of number 3 (C39H42F11N9O3Pt)?
Answer: +2


Question: Which value of total energy does entry 3 give?
Answer: -93798.548 eV


Question: molar mass of number 3 (C39H42F11N9O3Pt)?
Answer: 1088.9 g mol⁻¹